Entry 1:
C6H15NO2 as an isolated structure. Source: OMol25; level of theory: the ωB97M-V functional and the def2-TZVPD basis.

```
! wB97M-V def2-TZVPD RIJCOSX def2/J DEFGRID3
* xyz 0 1
C 1.72 1.43 1.55
H 1.77 2.27 0.69
H 0.89 1.62 2.02
H 2.66 1.51 2.09
C 1.62 0.36 0.78
C 1.36 -0.93 1.95
H 0.47 -0.72 2.70
H 2.34 -1.05 2.40
H 1.28 -1.88 1.30
O 0.64 0.20 -0.23
C -0.53 0.27 0.12
C -1.34 0.45 -1.16
O -2.81 1.21 -0.75
H -3.36 0.85 -1.50
C -1.61 -0.85 -1.82
N -0.49 -1.54 -2.18
H 0.14 -1.41 -1.54
H -0.17 -0.90 -2.97
H -2.43 -0.95 -2.68
H -2.05 -1.73 -0.90
H -0.95 1.18 -1.88
H -0.99 -0.48 0.97
H -0.71 1.29 0.63
H 2.55 -0.23 0.42
*
```

The energy above the lowest of the compared OMol25 structures with the same formula, charge and spin is 186.43 kcal per mole. As for the max |F|: 13.2 eV/A. The calculation puts the LUMO energy at 0.03040 Eh. As for the frontier orbital gap: 10.3100 eV.

Which charges does natural (NBO) predict for the atoms? In e, they are: -0.6613, 0.1958, 0.2172, 0.2535, 0.1378, -0.6816, 0.2144, 0.2050, 0.2106, -0.5329, -0.0604, 0.0578, -0.7654, 0.4562, -0.2204, -0.7826, 0.3463, 0.3235, 0.2037, 0.1560, 0.1963, 0.1696, 0.1511, 0.2098

Entry 2:
One molecule with the formula C4H6N4. Source: OMol25; level of theory: the ωB97M-V functional and the def2-TZVPD basis.

```
! wB97M-V def2-TZVPD RIJCOSX def2/J DEFGRID3
* xyz 0 1
C 2.96 -0.38 0.22
C 4.02 0.24 -0.32
C -0.13 0.46 0.28
C 0.65 -0.89 0.15
N 1.92 -0.97 0.06
N 5.07 0.62 -0.59
N 0.44 1.72 -0.19
N -0.27 -1.97 0.11
H -1.00 0.32 -0.29
H -0.44 0.80 1.40
H 0.59 1.69 -1.24
H 1.29 1.95 0.31
H -1.14 -1.62 0.67
H 0.07 -2.86 0.54
*
```

The energy above the lowest of the compared OMol25 structures with the same formula, charge and spin is 99.18 kcal per mole. As for the max |F|: 3.7 eV/A. The calculation puts the LUMO energy at -0.01582 Eh. As for the frontier orbital gap: 7.0210 eV.

Which charges does natural (NBO) predict for the atoms? In e, they are: 0.1358, 0.1140, -0.2664, 0.3142, -0.3176, -0.2692, -0.8204, -0.8108, 0.2052, 0.2096, 0.3661, 0.3668, 0.3820, 0.3906

Entry 3:
A 16-piece molecular cluster, C41H26Cl60F3NO3 overall. Source: OMol25; level of theory: the ωB97M-V functional and the def2-TZVPD basis.

```
! wB97M-V def2-TZVPD RIJCOSX def2/J DEFGRID3
* xyz 0 1
C 0.64 4.35 3.98
C 0.14 2.93 4.15
C -1.21 2.72 3.91
C -1.77 1.46 4.02
C -0.97 0.40 4.41
C 0.37 0.62 4.67
C 0.96 1.87 4.54
C 2.46 2.01 4.83
C 3.26 1.46 3.66
C 3.96 2.21 2.79
C 4.09 3.73 2.91
C 4.38 4.44 1.59
N 5.55 4.79 1.23
C 4.66 1.50 1.66
O 5.71 1.88 1.18
C 3.99 0.25 1.17
C 4.05 -0.16 -0.14
C 3.47 -1.35 -0.58
C 3.66 -1.74 -2.04
C 2.85 -0.98 -3.12
C 1.40 -0.75 -2.85
F 1.15 0.15 -1.90
F 0.74 -1.90 -2.62
F 0.83 -0.24 -3.99
C 2.79 -2.16 0.34
C 2.17 -3.50 0.01
C 3.23 -4.62 -0.09
C 3.20 -5.55 1.13
O 2.99 -5.42 -1.26
C 2.72 -1.72 1.67
C 3.30 -0.54 2.08
C 3.24 -0.04 3.50
O 3.16 -0.79 4.46
H 1.20 4.41 3.04
H -0.18 5.06 3.89
H 1.26 4.68 4.81
H -1.88 3.53 3.61
H -2.82 1.33 3.80
H -1.41 -0.59 4.50
H 0.95 -0.23 5.00
H 2.72 1.41 5.71
H 2.74 3.03 5.04
H 4.97 3.90 3.55
H 3.25 4.17 3.42
H 3.57 4.72 0.92
H 6.23 4.51 1.93
H 4.59 0.45 -0.86
H 3.53 -2.81 -2.21
H 4.71 -1.53 -2.27
H 2.88 -1.60 -4.02
H 3.29 -0.02 -3.40
H 1.60 -3.53 -0.92
H 1.50 -3.78 0.81
H 4.25 -4.23 -0.18
H 4.19 -5.96 1.32
H 2.87 -5.05 2.05
H 2.54 -6.40 0.93
H 3.85 -5.61 -1.65
H 2.19 -2.33 2.40
C 4.14 7.08 5.26
Cl 2.96 7.66 4.09
Cl 4.14 8.12 6.68
Cl 3.71 5.43 5.75
Cl 5.75 7.08 4.52
C 0.54 -2.71 -7.22
Cl 0.80 -4.43 -7.49
Cl 0.42 -2.37 -5.49
Cl 1.89 -1.80 -7.91
Cl -0.96 -2.21 -8.02
C 1.18 -6.92 -11.08
Cl -0.01 -7.59 -12.20
Cl 1.25 -7.88 -9.60
Cl 2.78 -6.90 -11.84
Cl 0.72 -5.26 -10.65
C 7.81 7.59 9.24
Cl 6.57 8.16 10.36
Cl 7.21 7.71 7.59
Cl 9.27 8.58 9.42
Cl 8.20 5.90 9.60
C 0.42 10.40 6.91
Cl 0.72 8.67 6.70
Cl 0.49 10.80 8.63
Cl 1.64 11.32 6.04
Cl -1.18 10.77 6.28
C -5.09 9.32 7.31
Cl -4.65 10.48 6.04
Cl -3.69 8.32 7.70
Cl -5.61 10.20 8.75
Cl -6.41 8.28 6.74
C -1.65 -1.84 0.23
Cl 0.10 -1.65 0.39
Cl -2.08 -3.51 0.62
Cl -2.46 -0.74 1.36
Cl -2.17 -1.46 -1.41
C -3.31 -5.27 -13.54
Cl -3.70 -6.97 -13.83
Cl -3.23 -4.40 -15.08
Cl -4.55 -4.55 -12.51
Cl -1.74 -5.18 -12.74
C -4.29 1.97 7.55
Cl -3.09 1.56 6.32
Cl -5.06 0.50 8.16
Cl -3.50 2.82 8.89
Cl -5.52 3.03 6.84
C -8.63 8.05 10.47
Cl -8.94 8.60 12.13
Cl -9.92 6.95 9.97
Cl -8.58 9.44 9.39
Cl -7.08 7.20 10.41
C -6.86 -6.81 -16.98
Cl -5.49 -7.27 -17.99
Cl -7.76 -8.26 -16.50
Cl -6.27 -5.98 -15.53
Cl -7.92 -5.73 -17.89
C -5.59 7.91 2.33
Cl -4.29 7.51 1.19
Cl -6.32 6.42 2.93
Cl -4.92 8.83 3.69
Cl -6.81 8.88 1.50
C -2.95 -12.40 -13.73
Cl -1.51 -12.86 -14.64
Cl -3.69 -13.84 -13.02
Cl -2.49 -11.28 -12.43
Cl -4.11 -11.62 -14.81
C -1.95 -10.35 -7.90
Cl -3.34 -9.82 -6.96
Cl -2.37 -10.41 -9.62
Cl -0.60 -9.24 -7.64
Cl -1.46 -11.97 -7.39
C -2.53 -6.58 3.83
Cl -3.84 -6.15 4.93
Cl -3.09 -6.44 2.16
Cl -1.16 -5.48 4.08
Cl -2.01 -8.24 4.14
*
```

As for the max |F|: 1.6 eV/A. The calculation puts the LUMO energy at -0.03637 Eh. As for the frontier orbital gap: 8.1782 eV.

These are the Mulliken partial charges, in e, on atoms 1 to 99: -1.4438, 1.4741, -0.5728, -1.6725, -0.7980, -0.4124, 0.2630, -0.4479, 0.4292, 1.1353, 0.7063, -0.6053, -0.6435, -0.4546, -0.5965, 0.3518, -0.5166, 0.9203, -1.1271, -0.6160, 0.5904, -0.2493, -0.1432, -0.3262, -0.4537, -1.2390, 0.1611, -1.5604, -0.6042, -0.3191, 0.5038, -0.2231, -0.6329, 0.2660, 0.4421, 0.1297, 0.4085, 0.8079, 0.6224, 0.5202, 0.5642, -0.4741, 0.2901, -0.8437, 0.4410, 0.3010, 0.6227, 0.2827, 0.5707, 0.3614, 0.3982, 0.3366, 0.8000, 0.4964, 0.3706, 0.2827, 0.3702, 0.3580, 0.4581, 0.3173, -0.0867, -0.0364, -0.1238, -0.1157, 0.2079, -0.0511, 0.0412, -0.1176, -0.1049, 0.3517, -0.0555, -0.0778, -0.1009, -0.0856, 0.3111, -0.1042, -0.0250, -0.1002, -0.1005, 0.2560, -0.0303, -0.1067, -0.0986, -0.0113, 0.3113, -0.1279, -0.0511, -0.0884, -0.0452, 0.1230, 0.1226, -0.0487, -0.0757, -0.0974, 0.2137, -0.0319, -0.0735, -0.0961, -0.0274

Entry 4:
A 8-piece molecular cluster, C32H40F24O16 overall. Source: OMol25; level of theory: the ωB97M-V functional and the def2-TZVPD basis.

```
! wB97M-V def2-TZVPD RIJCOSX def2/J DEFGRID3
* xyz 0 1
C 1.19 0.13 0.99
C 0.35 0.62 -0.17
O 1.25 0.89 -1.25
C 0.79 0.95 -2.53
O -0.46 0.73 -2.87
C 1.80 1.10 -3.54
F 1.33 1.90 -4.61
F 2.88 1.71 -2.98
F 2.20 -0.05 -4.04
H 0.75 -0.09 1.85
H 1.81 0.90 1.24
H 1.62 -0.83 0.58
H -0.29 1.42 0.02
H -0.24 -0.27 -0.50
C 2.07 -3.07 -2.16
C 2.87 -3.50 -0.97
O 3.35 -4.81 -1.19
C 3.81 -5.51 -0.14
O 3.84 -5.11 1.02
C 4.30 -6.89 -0.60
F 3.43 -7.37 -1.50
F 5.46 -6.81 -1.40
F 4.44 -7.86 0.38
H 1.68 -1.92 -2.21
H 1.20 -3.52 -2.55
H 2.82 -2.94 -3.16
H 2.20 -3.30 -0.14
H 3.53 -2.73 -0.67
C 5.68 2.75 -0.42
C 4.07 2.92 -0.15
O 4.08 3.55 1.12
C 2.92 4.12 1.58
O 1.90 4.26 0.80
C 2.88 4.69 2.98
F 4.08 4.73 3.58
F 2.55 6.05 2.92
F 1.93 4.12 3.73
H 6.06 1.96 0.07
H 6.04 3.78 -0.22
H 5.57 2.18 -1.51
H 3.42 2.14 -0.48
H 3.50 3.68 -0.79
C -1.79 -2.19 3.28
C -2.81 -2.57 2.17
O -2.33 -2.29 0.80
C -3.24 -2.53 -0.26
O -4.36 -2.95 -0.14
C -2.76 -1.92 -1.62
F -3.56 -2.38 -2.52
F -2.83 -0.50 -1.38
F -1.53 -2.36 -1.74
H -1.14 -2.88 3.24
H -2.06 -2.38 4.20
H -1.62 -1.38 3.00
H -3.69 -2.03 2.12
H -2.90 -3.66 2.31
C -4.22 2.55 1.43
C -3.17 1.47 1.67
O -2.54 1.48 2.99
C -1.58 2.40 3.25
O -0.93 3.01 2.32
C -1.17 2.44 4.63
F -0.48 3.59 4.91
F -2.32 2.39 5.38
F -0.32 1.44 4.92
H -5.06 2.28 1.96
H -4.77 2.54 0.51
H -3.93 3.53 1.61
H -2.35 1.35 0.77
H -3.76 0.40 1.75
C 2.23 -6.04 6.59
C 3.41 -5.20 6.02
O 2.85 -4.19 5.16
C 3.55 -3.34 4.38
O 4.75 -3.45 4.08
C 2.77 -2.39 3.55
F 2.89 -2.61 2.27
F 1.43 -2.28 3.81
F 3.31 -1.10 3.88
H 1.77 -6.85 5.87
H 1.64 -5.19 6.90
H 2.54 -6.50 7.44
H 3.95 -5.73 5.31
H 3.94 -4.70 6.93
C -5.72 5.46 0.29
C -4.84 5.93 -0.86
O -3.89 4.94 -0.94
C -2.85 5.17 -1.87
O -2.93 6.12 -2.66
C -1.84 4.15 -1.76
F -0.89 4.38 -2.72
F -1.28 4.09 -0.51
F -2.38 2.94 -2.02
H -5.11 5.06 1.16
H -6.61 4.78 0.06
H -6.12 6.38 0.57
H -4.34 7.00 -0.74
H -5.34 5.92 -1.82
C 0.30 -0.27 -6.74
C -1.11 0.40 -6.43
O -2.06 -0.63 -6.35
C -3.33 -0.38 -5.96
O -3.79 0.75 -5.86
C -4.28 -1.49 -6.25
F -4.84 -1.45 -7.44
F -3.47 -2.70 -6.13
F -5.13 -1.59 -5.26
H 0.68 -0.82 -5.91
H 1.13 0.47 -6.94
H 0.11 -0.79 -7.74
H -1.35 0.97 -7.37
H -1.23 1.17 -5.68
*
```

The energy above the lowest of the compared OMol25 structures with the same formula, charge and spin is 324.25 kcal per mole. As for the max |F|: 14.5 eV/A. The calculation puts the LUMO energy at -0.00619 Eh. As for the frontier orbital gap: 10.8033 eV.

These are the Mulliken partial charges, in e, on atoms 1 to 99: -1.8962, 1.2304, -0.0801, 0.1920, -0.4020, 0.7961, -0.2480, -0.1822, -0.1952, 0.8116, 0.5508, -0.0931, -0.3717, -0.1269, -0.8478, -0.0533, -0.2351, 0.3255, -0.4840, 0.8436, -0.2358, -0.2467, -0.2182, -0.1008, 0.4873, 0.2118, 0.0878, 0.4345, -1.1572, 0.2503, -0.2135, 0.4527, -0.5443, 0.7634, -0.2420, -0.2878, -0.1509, 0.4188, 0.3555, 0.2402, -0.1309, 0.3043, -1.7215, -0.3752, -0.0679, 0.1428, -0.5440, 0.8513, -0.2511, -0.0962, -0.1736, 0.6931, 0.7680, -0.0054, 0.4785, 0.3568, -1.9107, 1.2253, -0.3961, 0.2667, -0.5174, 0.9219, -0.2431, -0.2510, -0.2120, 0.5559, 0.5656, 0.3960, -0.4710, -0.1224, -1.0972, -0.2837, -0.1934, -0.3132, -0.5405, 1.4432, -0.1553, -0.2251, -0.3078, 0.2554, 0.3202, 0.4297, 0.3909, 0.2470, -1.0097, -0.2988, -0.0058, -0.3232, -0.5528, 1.2991, -0.2710, -0.1310, -0.1579, 0.2300, 0.2475, 0.4452, 0.3206, 0.3408, -1.1100

Entry 5:
C6ClO10ReSbSe4 as an isolated structure. Source: OMol25; level of theory: the ωB97M-V functional and the def2-TZVPD basis.

```
! wB97M-V def2-TZVPD RIJCOSX def2/J DEFGRID3
* xyz 1 1
Re 0.38 -0.21 0.28
O 3.43 2.41 -3.54
C 2.68 1.84 -2.83
C 1.60 2.47 -1.90
O 0.87 3.37 -2.10
C 1.56 1.51 -0.72
C 2.18 0.30 -1.06
O 2.18 -0.70 -0.17
C 2.70 0.32 -2.47
O 2.95 -0.61 -3.17
O 1.02 1.65 0.47
O -2.66 -1.20 -1.11
Cl -2.75 0.11 -0.58
O -3.31 1.06 -1.44
O -3.23 0.13 0.75
O -1.21 0.62 -0.47
O -0.31 -2.83 -1.40
C -0.19 -1.93 -0.75
Se -0.25 -0.29 3.99
Sb -1.96 -1.92 5.22
Se -0.76 -1.27 2.01
Se -1.08 -4.06 5.23
Se -3.86 -0.74 5.75
*
```

The energy above the lowest of the compared OMol25 structures with the same formula, charge and spin is 9.37 kcal per mole. As for the max |F|: 1.5 eV/A. The calculation puts the LUMO energy (alpha / beta) at -0.26647 / -0.26656 Eh. As for the frontier orbital gap (alpha / beta): 5.2297 / 5.2272 eV.

Which charges does natural (NBO) predict for the atoms? In e, they are: 1.0037, -0.3473, 0.3970, 0.4267, -0.3553, 0.1823, 0.1069, -0.4828, 0.4295, -0.3740, -0.5013, -0.7646, 2.5257, -0.6850, -0.7424, -0.7941, -0.3176, 0.6012, -0.1025, 0.9651, 0.3918, -0.2998, -0.2633

Entry 6:
CH3IS as an isolated structure. Source: OMol25; level of theory: the ωB97M-V functional and the def2-TZVPD basis.

```
! wB97M-V def2-TZVPD RIJCOSX def2/J DEFGRID3
* xyz 0 1
C -0.19 -0.16 0.40
S 0.36 -0.58 -1.27
I -0.53 1.91 0.80
H -1.41 -0.86 0.30
H 0.42 -0.60 1.17
H 1.35 0.29 -1.40
*
```

The energy above the lowest of the compared OMol25 structures with the same formula, charge and spin is 17.94 kcal per mole. As for the max |F|: 4.7 eV/A. The calculation puts the LUMO energy at 0.00367 Eh. As for the frontier orbital gap: 9.4114 eV.

Which charges does natural (NBO) predict for the atoms? In e, they are: -0.7262, 0.0110, 0.1361, 0.2500, 0.2154, 0.1138

Entry 7:
C35H25BaBrF5N6O3Te as an isolated structure. Source: OMol25; level of theory: the ωB97M-V functional and the def2-TZVPD basis.

```
! wB97M-V def2-TZVPD RIJCOSX def2/J DEFGRID3
* xyz -1 1
Ba 0.31 -1.96 -0.02
N 2.86 1.58 -1.76
C 2.40 0.55 -1.02
N 1.50 0.64 -0.10
C 0.87 1.88 0.11
N -0.07 2.05 0.94
N -0.43 0.98 1.73
C -1.63 0.58 1.60
C -2.16 -0.46 2.51
C -1.60 -0.66 3.77
C -2.15 -1.62 4.59
C -3.23 -2.36 4.12
C -3.70 -2.09 2.85
N -3.20 -1.15 2.05
C 1.27 3.03 -0.73
C 0.65 4.27 -0.64
C 1.02 5.30 -1.48
C 2.02 5.10 -2.43
C 2.64 3.87 -2.54
C 2.27 2.84 -1.69
H 3.43 1.36 -2.56
H 2.82 -0.43 -1.23
H -2.29 0.97 0.83
H -0.75 -0.06 4.07
H -1.74 -1.81 5.57
H -3.67 -3.14 4.72
H -4.53 -2.66 2.44
H -0.13 4.39 0.10
H 0.53 6.26 -1.40
H 2.31 5.90 -3.10
H 3.42 3.70 -3.28
Br -3.96 3.94 -0.42
C -2.69 3.37 -1.73
C -2.33 4.26 -2.73
C -1.39 3.82 -3.64
C -0.86 2.55 -3.50
C -1.30 1.74 -2.46
N -2.22 2.15 -1.59
C -0.67 0.36 -2.26
O 0.34 0.11 -2.93
O -1.21 -0.38 -1.39
H -2.77 5.24 -2.78
H -1.07 4.47 -4.44
H -0.10 2.16 -4.17
F 6.61 -5.18 -3.49
C 5.62 -4.51 -2.87
C 5.84 -3.92 -1.64
F 7.05 -4.01 -1.06
C 4.83 -3.24 -0.99
F 5.08 -2.68 0.20
C 3.53 -3.11 -1.54
O 2.58 -2.49 -0.93
C 3.36 -3.71 -2.80
F 2.16 -3.62 -3.40
C 4.37 -4.40 -3.44
F 4.14 -4.96 -4.64
C 0.91 -6.57 -3.19
C 0.68 -5.98 -1.83
C -0.57 -5.51 -1.44
C -0.79 -5.00 -0.16
C -2.19 -4.56 0.18
C 0.26 -4.92 0.76
Te -0.05 -4.03 2.68
C 1.54 -5.37 0.36
C 2.73 -5.27 1.28
C 1.71 -5.91 -0.91
H 0.10 -6.31 -3.87
H 0.97 -7.66 -3.15
H 1.84 -6.20 -3.63
H -1.39 -5.56 -2.14
H -2.87 -4.73 -0.66
H -2.27 -3.51 0.48
H -2.56 -5.12 1.05
H 2.97 -4.23 1.48
H 3.60 -5.75 0.82
H 2.52 -5.73 2.24
H 2.70 -6.25 -1.19
*
```

The energy above the lowest of the compared OMol25 structures with the same formula, charge and spin is 8.94 kcal per mole. As for the max |F|: 0.1 eV/A. The calculation puts the LUMO energy at 0.07984 Eh. As for the frontier orbital gap: 6.4030 eV.

Which charges does Mulliken predict for the atoms? In e, they are: 1.1257, 0.1350, -0.7782, -0.1191, 0.1441, -0.3512, -0.4189, -0.2238, 0.5775, -0.4431, -0.6012, -0.2317, -0.2442, -0.3407, 0.8959, -0.3558, -0.8937, -0.3942, -0.8413, 0.2741, 0.3028, 0.5216, 0.2281, 0.3631, 0.3937, 0.3686, 0.3982, 0.4659, 0.4188, 0.4051, 0.3961, -0.1851, 0.0670, -0.4118, -0.4905, -0.5671, 0.6445, -0.2054, 0.3756, -0.7014, -0.6770, 0.4470, 0.4293, 0.4899, -0.3475, 0.5400, 0.3923, -0.3362, 0.1621, -0.3880, 0.0423, -0.3924, 0.1959, -0.4005, 0.2451, -0.3818, -1.3992, 0.4240, -1.3117, 1.4983, -1.0558, -1.4861, 0.2311, 1.6576, -1.9915, -0.5620, 0.3396, 0.3727, 0.1524, 0.2143, 0.3666, 0.0263, 0.3652, 0.2873, 0.3526, 0.4884, 0.3064